Entry i
The following is a quantum chemistry calculation of 2 unconnected molecules or ions with the total composition C5H15N2O, from OMol25.

Properties
Orbital gap ... 4.8 eV
Total charge ... +1

Each line ends with the Löwdin charge.
Geometry (Å):
N (-4.834, -0.247, 0.694)  0.02
C (0.613, -0.112, 0.470)  0.19
C (-0.406, 0.211, -0.510)  -0.40
C (-0.398, 1.668, -1.001)  0.03
O (-1.687, 0.000, 0.125)  0.03
C (1.474, -1.274, 0.397)  -0.19
N (2.934, -1.063, 0.549)  -0.05
C (3.458, 0.000, -0.326)  -0.10
H (-5.217, -1.144, 0.445)  0.01
H (-4.264, 0.139, -0.038)  -0.02
H (-5.568, 0.381, 0.974)  0.01
H (0.538, 0.388, 1.445)  0.18
H (-0.350, -0.480, -1.353)  0.16
H (0.595, 1.975, -1.332)  0.09
H (-1.126, 1.751, -1.801)  0.11
H (-0.658, 2.259, -0.123)  0.10
H (-1.596, -0.565, 0.906)  0.11
H (1.139, -1.987, 1.171)  0.18
H (1.326, -1.828, -0.522)  0.14
H (3.085, -0.793, 1.519)  0.12
H (3.134, -0.162, -1.361)  0.10
H (4.541, -0.134, -0.357)  0.09
H (3.266, 1.017, 0.027)  0.09

---

Entry ii
The following is a quantum chemistry calculation of 2 unconnected molecules or ions with the total composition C5H15N2O, from OMol25.

Properties
Orbital gap ... 3.9 eV
Total charge ... +1

Each line ends with the Löwdin charge.
Geometry (Å):
N (3.663, -1.316, 0.794)  -0.01
C (0.037, 1.647, 1.004)  -0.02
C (-0.399, 0.277, 1.007)  -0.25
N (-1.433, -0.067, -0.003)  -0.08
C (-2.586, -0.831, 0.400)  -0.04
C (-0.856, -0.438, -1.375)  -0.11
C (-0.109, 0.706, -2.053)  -0.25
O (1.062, 1.026, -1.405)  0.03
H (3.632, -0.339, 0.441)  0.01
H (4.546, -1.789, 0.531)  0.03
H (0.607, 1.661, -0.046)  0.11
H (-0.805, 2.324, 1.120)  0.11
H (0.782, 1.872, 1.835)  0.15
H (0.484, -0.428, 0.802)  0.16
H (-0.760, 0.066, 2.107)  0.18
H (-2.311, -1.738, 0.949)  0.13
H (-3.242, -0.265, 1.090)  0.11
H (-3.250, -0.970, -0.420)  0.09
H (-1.778, -0.805, -1.953)  0.15
H (-0.101, -1.319, -1.341)  0.17
H (0.109, 0.381, -3.095)  0.19
H (-0.797, 1.544, -2.178)  0.14
H (3.506, -1.198, 1.789)  0.00

---

Entry iii
The following is a quantum chemistry calculation of 2 unconnected molecules or ions with the total composition C5H15N2O, from OMol25.

Properties
Orbital gap ... 8.8 eV
Total charge ... +1

Each line ends with the Löwdin charge.
Geometry (Å):
C (0.052, -0.258, 2.521)  -0.03
C (-0.524, 0.074, 1.168)  -0.34
C (-0.212, 1.490, 0.659)  -0.16
C (-0.142, 1.703, -0.828)  -0.12
C (-0.972, 1.189, -1.739)  -0.24
N (-0.821, 1.191, -3.106)  0.07
N (-0.031, -0.972, 0.176)  0.20
H (1.136, -0.190, 2.428)  0.10
H (-0.251, -1.233, 2.893)  0.09
H (-0.327, 0.447, 3.248)  0.10
H (-1.597, -0.053, 1.134)  0.14
H (0.757, 1.730, 1.092)  0.12
H (-0.901, 2.168, 1.170)  0.13
H (0.569, 2.465, -1.098)  0.11
H (-1.881, 0.657, -1.459)  0.13
H (-0.222, 1.901, -3.513)  0.10
H (-1.603, 0.946, -3.686)  0.09
H (0.211, -0.676, -0.773)  0.14
H (-0.782, -1.654, 0.068)  0.17
H (0.800, -1.514, 0.472)  0.11
H (2.696, -2.926, -0.867)  0.07
H (1.970, -3.697, 0.174)  0.07
O (2.078, -2.787, -0.136)  -0.04

---

Entry iv
The following is a quantum chemistry calculation of 2 unconnected molecules or ions with the total composition C5H15N2O, from OMol25.

Properties
Orbital gap ... 8.4 eV
Total charge ... +1

Each line ends with the Löwdin charge.
Geometry (Å):
C (-1.732, -1.258, -2.019)  -0.15
N (-1.053, 0.021, -1.894)  -0.12
C (-1.690, 0.828, -0.798)  -0.25
O (-0.749, 1.845, -0.366)  -0.10
H (-1.549, -1.957, -1.230)  0.06
H (-1.304, -1.674, -3.015)  0.12
H (-2.837, -1.174, -2.092)  0.09
H (-1.113, 0.582, -2.764)  0.12
H (-2.616, 1.359, -1.050)  0.12
H (-1.986, 0.147, 0.009)  0.11
H (-0.200, 1.946, -1.144)  0.08
C (1.351, -1.510, 0.825)  -0.06
C (2.044, -0.422, 1.683)  -0.17
C (1.154, 1.820, 1.533)  0.18
N (1.015, 0.604, 1.847)  0.02
H (0.397, -1.749, 1.281)  0.07
H (1.133, -1.056, -0.176)  0.08
H (1.956, -2.453, 0.671)  0.11
H (2.273, -0.836, 2.674)  0.14
H (2.919, 0.125, 1.221)  0.15
H (0.362, 2.485, 1.675)  0.10
H (2.132, 2.058, 1.093)  0.14
H (0.092, 0.266, 2.039)  0.16

---

In eV, relative to the most stable structure: entry i 3.744; entry ii 7.180; entry iii 0.000; entry iv 1.692.